(1)
Computed, not measured: a single C3H8N2O2 molecule in a non-equilibrium geometry, with ωB97M-V/def2-TZVPD.

Calculated values
- E_LUMO: 0.675 eV
- ΔE to the lowest compared entry with this formula, charge and spin: 197.21 kJ/mol
- SMILES string: NCCNC(=O)O
- HOMO: -9.54 eV
- Max |F|: 0.092 hartree/bohr
- Total charge: 0
- Orbital gap: 10.22 eV
- DFT total energy: -10314.908 eV

XYZ file:
```
15
C3H8N2O2 ωB97M-V/def2-TZVPD
C 1.26 0.77 1.18
C -0.94 -0.31 -1.31
H 2.12 0.87 0.63
H -0.53 -0.49 1.48
N 0.16 -0.62 -0.49
N 1.79 0.75 2.59
O -1.80 0.66 -0.91
O -1.18 -0.84 -2.37
C 0.40 -0.52 0.89
H 1.18 -1.30 1.17
H 0.55 -1.22 -1.13
H 0.57 1.69 1.10
H 2.89 0.63 2.36
H -2.51 0.97 -1.51
H 1.69 -0.24 2.89
```

***

(2)
Computed, not measured: 2 unconnected molecules or ions with the total composition C3H8N2O2 in a non-equilibrium geometry, with ωB97M-V/def2-TZVPD.

Calculated values
- E_LUMO (spin up / spin down): -0.213 / -0.211 eV
- ΔE to the lowest compared entry with this formula, charge and spin: 561.36 kJ/mol
- HOMO (spin up / spin down): -8.96 / -8.95 eV
- Max |F|: 0.115 hartree/bohr
- Total charge: 0
- Orbital gap (spin up / spin down): 8.75 / 8.74 eV
- DFT total energy: -10311.134 eV

XYZ file:
```
15
C3H8N2O2 ωB97M-V/def2-TZVPD
H -0.69 -1.57 -1.75
N -1.95 -0.66 0.33
H -1.78 -0.98 1.27
H 0.45 0.92 1.55
H 2.59 -0.20 0.95
O -2.34 0.64 0.42
N 2.15 0.55 0.43
H -1.80 1.22 -0.16
H 2.48 0.45 -0.51
H 0.54 -1.50 0.51
O -0.51 0.36 -2.05
C 0.10 -0.57 -0.05
H 0.36 1.37 -0.12
C -0.35 -0.65 -1.38
C 0.74 0.62 0.56
```

***

(3)
Computed, not measured: a single C3H8N2O2 molecule, with ωB97M-V/def2-TZVPD.

Calculated values
- E_LUMO: 0.379 eV
- ΔE to the lowest compared entry with this formula, charge and spin: 263.23 kJ/mol
- SMILES string: [NH3+]C(=O)NCC[O-]
- HOMO: -8.89 eV
- Max |F|: 0.010 hartree/bohr
- Total charge: 0
- Orbital gap: 9.27 eV
- DFT total energy: -10314.224 eV

XYZ file:
```
15
C3H8N2O2 ωB97M-V/def2-TZVPD
H -0.06 -0.38 2.54
H -0.43 -0.74 -2.41
C 0.81 0.18 -0.80
O 0.29 -1.10 0.63
H -1.04 1.85 1.32
H -1.50 -0.52 1.52
C -0.24 1.17 1.00
H -1.12 0.72 -0.75
H 1.06 -1.46 -2.11
C -0.42 -0.29 1.50
N 0.26 -0.99 -1.69
N -0.22 1.08 -0.46
O 1.99 0.39 -0.84
H -0.10 -1.49 -0.78
H 0.72 1.58 1.32
```

***

(4)
Computed, not measured: a molecular structure, C3H8N2O2 in a non-equilibrium geometry, with ωB97M-V/def2-TZVPD.

Calculated values
- E_LUMO: 0.410 eV
- ΔE to the lowest compared entry with this formula, charge and spin: 685.72 kJ/mol
- HOMO: -8.54 eV
- Max |F|: 0.244 hartree/bohr
- Total charge: 0
- Orbital gap: 8.95 eV
- DFT total energy: -10309.845 eV

XYZ file:
```
15
C3H8N2O2 ωB97M-V/def2-TZVPD
O 1.42 -1.55 -0.11
O 0.47 1.75 0.37
H -0.63 -0.82 1.97
C -0.89 -0.68 -0.27
H -1.25 0.67 0.96
H 2.26 0.84 0.23
H -0.17 1.63 -0.49
H -1.46 0.08 -2.08
H -2.36 -1.18 1.19
C -1.35 -0.49 1.11
H -2.03 1.24 -0.50
N 1.21 0.69 0.06
N -1.08 0.44 -0.98
C 0.68 -0.56 -0.21
H -1.04 -1.63 -0.81
```

***

(5)
Computed, not measured: 3 unconnected molecules or ions with the total composition C3H8N2O2 in a non-equilibrium geometry, with ωB97M-V/def2-TZVPD.

Calculated values
- E_LUMO: 0.402 eV
- ΔE to the lowest compared entry with this formula, charge and spin: 349.31 kJ/mol
- HOMO: -8.29 eV
- Max |F|: 0.085 hartree/bohr
- Total charge: 0
- Orbital gap: 8.70 eV
- DFT total energy: -10313.332 eV

XYZ file:
```
15
C3H8N2O2 ωB97M-V/def2-TZVPD
H 2.98 0.61 0.25
C -0.15 0.31 0.18
H 0.08 2.32 0.13
H 1.75 -1.65 -0.67
N -0.56 1.62 -0.21
C 1.23 -0.07 0.21
H 1.60 -1.30 -1.62
H -3.08 -1.10 0.62
H -2.71 0.52 0.12
N -2.41 -0.43 0.28
H -0.61 1.70 -1.22
O 1.65 -1.23 0.60
H -0.77 -1.62 0.76
C -1.09 -0.63 0.45
O 2.09 0.96 0.12
```

***

(6)
Computed, not measured: a single C3H8N2O2 molecule in a non-equilibrium geometry, with ωB97M-V/def2-TZVPD.

Calculated values
- E_LUMO (spin up / spin down): -0.990 / -0.790 eV
- ΔE to the lowest compared entry with this formula, charge and spin: 608.43 kJ/mol
- HOMO (spin up / spin down): -8.69 / -8.54 eV
- Max |F|: 0.028 hartree/bohr
- Total charge: 0
- Orbital gap (spin up / spin down): 7.70 / 7.75 eV
- DFT total energy: -10310.646 eV

XYZ file:
```
15
C3H8N2O2 ωB97M-V/def2-TZVPD
H -0.01 -1.33 -1.04
O -0.59 -1.80 0.87
H -2.17 -0.28 -1.14
H -3.08 1.19 0.19
H 2.20 -0.45 -1.22
C -0.27 -1.00 -0.01
C 2.18 -0.19 -0.16
H -1.62 1.41 1.02
N -1.51 0.12 -0.45
H 2.46 -1.06 0.44
H 0.71 0.50 1.32
H 2.90 0.61 0.01
O 0.23 1.21 -0.55
C 0.78 0.29 0.24
N -2.21 0.78 0.48
```